This record from OMol25 describes C30H27BF6GeLaN7O6S2 as an isolated structure in a non-equilibrium geometry. The level of theory is the ωB97M-V functional and the def2-TZVPD basis.

```
81
Properties=species:S:1:pos:R:3:lowdin_charge:R:1
La -1.00632 0.80755 -0.11313 2.050
C 2.86957 2.25156 -1.31346 -0.145
C 1.66754 1.72201 -1.54976 -0.144
N 1.31053 0.43095 -1.00800 -0.325
C 2.16473 0.07510 0.12068 -0.218
C 3.44474 0.66681 0.18616 -0.148
N 3.86050 1.68484 -0.51246 0.050
C 1.62443 -0.75851 1.11659 -0.209
C 2.43051 -1.37898 2.13101 0.051
C 1.85529 -2.14397 3.09588 -0.148
C 0.44507 -2.32850 3.10958 0.023
C -0.26933 -1.73191 2.11515 -0.230
N 0.28020 -0.98052 1.13295 -0.011
C -1.75717 -1.79579 2.09944 -0.197
C -2.44105 -2.92430 2.54169 -0.055
N -3.76437 -2.98093 2.59017 0.109
C -4.41368 -1.89924 2.17466 -0.094
C -3.75334 -0.78279 1.68797 -0.093
N -2.42233 -0.72817 1.64946 0.037
C 2.68750 -2.79766 4.13828 -0.173
C 3.80338 -2.16683 4.67339 -0.013
C 4.55003 -2.82781 5.63618 -0.136
N 4.26523 -4.04781 6.08733 0.061
C 3.19359 -4.64277 5.57062 -0.138
C 2.37704 -4.06652 4.60893 -0.016
H 3.10611 3.21059 -1.75906 0.108
H 0.94354 2.17047 -2.22430 0.111
H 4.14895 0.26466 0.91112 0.112
H 3.50455 -1.27309 2.10419 0.111
H -0.03678 -2.86929 3.91010 0.116
H -1.88613 -3.80388 2.84280 0.122
H -5.49586 -1.91110 2.20517 0.115
H -4.30121 0.06974 1.31083 0.108
H 4.07624 -1.16475 4.36961 0.115
H 5.41842 -2.34380 6.06866 0.107
H 2.96900 -5.63826 5.93729 0.106
H 1.52982 -4.61415 4.21716 0.112
F -3.96732 3.24911 -2.87006 0.172
C -4.31704 2.01906 -3.19946 -0.698
F -5.58559 1.81505 -2.89940 0.176
F -4.11981 1.82453 -4.48954 0.176
S -3.26606 0.85754 -2.23112 0.619
O -1.85768 1.21819 -2.48456 -0.419
O -3.56451 1.02365 -0.80668 -0.389
N -3.72996 -0.50368 -2.82140 -0.268
S -3.00171 -1.81161 -2.25000 0.638
O -1.97691 -1.42968 -1.28184 -0.416
O -3.90882 -2.85318 -1.91965 -0.224
C -2.07428 -2.42868 -3.70718 -0.694
F -1.33016 -1.48416 -4.25875 0.152
F -1.28542 -3.41471 -3.29416 0.151
F -2.92971 -2.88726 -4.60703 0.165
O -1.20138 4.07179 1.81254 0.087
B -1.35944 3.20320 0.71071 -0.538
O -2.25401 3.82317 -0.20829 0.037
C -2.61863 5.02846 0.35046 -0.224
C -3.46961 5.98179 -0.15760 0.005
C -3.66252 7.12239 0.62320 -0.092
C -3.01820 7.27490 1.84767 -0.092
C -2.15717 6.29568 2.34338 0.007
C -1.97944 5.17523 1.56268 -0.227
H -3.96068 5.85317 -1.11223 0.114
H -4.32327 7.90201 0.26845 0.098
H -3.18882 8.17305 2.42620 0.099
H -1.65004 6.40559 3.29181 0.118
C 4.28407 -1.68379 -2.05169 -0.209
Ge 2.77672 -1.14438 -3.13572 0.816
C 3.26270 0.28730 -4.35175 -0.212
C 2.13118 -2.66801 -4.15929 -0.214
C 1.20750 -0.62812 -2.05618 -0.253
H 5.01108 -2.18517 -2.69295 0.023
H 3.97756 -2.37879 -1.26906 0.024
H 4.76131 -0.82083 -1.59079 0.008
H 3.73380 -0.12704 -5.24419 0.020
H 3.95855 0.97750 -3.87548 0.017
H 2.38334 0.85265 -4.66230 0.021
H 2.97541 -3.16726 -4.63726 0.021
H 1.43654 -2.35288 -4.93844 0.019
H 1.62760 -3.39382 -3.51939 0.018
H 0.42891 -0.29945 -2.75729 0.062
H 0.82295 -1.52544 -1.55929 0.076
```

Computed properties:
Spin multiplicity ... 1
HOMO ... -0.2556 Eh
Frontier orbital gap ... 6.04 eV
ΔE to the lowest compared entry with this formula, charge and spin ... 21.74 kcal per mole
Energy ... -150293.2044 eV

=====

This record from OMol25 describes one molecule with the formula C30H27ClN2O3. The level of theory is the ωB97M-V functional and the def2-TZVPD basis.

```
63
Properties=species:S:1:pos:R:3:nbo_charge:R:1
C 5.79379 3.83738 3.85886 -0.640
C 5.17120 2.64894 4.58438 -0.057
O 4.55839 1.73100 3.70160 -0.522
C 5.34160 0.92291 2.91102 0.260
C 6.70835 0.74753 3.04157 -0.286
C 7.38470 -0.11938 2.19507 -0.214
C 6.70297 -0.81256 1.21507 -0.223
C 5.33483 -0.65003 1.07270 -0.236
C 4.64595 0.21114 1.91221 0.168
N 3.26765 0.42497 1.84083 -0.620
C 2.36512 -0.08277 0.95874 0.672
O 2.62770 -0.83576 0.04516 -0.599
C 0.96473 0.37800 1.22714 -0.116
C 0.15525 0.66979 0.13896 -0.216
C -1.17477 1.03553 0.31645 0.222
C -1.67461 1.07821 1.62293 -0.081
C -0.87487 0.78871 2.71147 -0.214
C 0.45085 0.44423 2.51822 -0.213
H 1.06220 0.19297 3.37176 0.219
H -1.29286 0.82266 3.70578 0.229
Cl -3.34501 1.46894 1.88682 -0.003
N -2.04045 1.28369 -0.73627 -0.647
C -1.78071 1.17236 -2.07901 0.709
O -0.67999 1.27781 -2.56268 -0.586
C -3.02539 0.89848 -2.90728 -0.494
H -2.68960 0.58443 -3.89670 0.242
H -3.58843 1.82603 -3.03437 0.240
C -3.93663 -0.17811 -2.27312 -0.260
C -4.79001 -0.82934 -3.34034 -0.020
C -4.25096 -1.73950 -4.24069 -0.161
C -5.04180 -2.31189 -5.22026 -0.216
C -6.38290 -1.98171 -5.31610 -0.216
C -6.92914 -1.07709 -4.42307 -0.204
C -6.13681 -0.50675 -3.44236 -0.209
H -6.57373 0.19830 -2.74841 0.206
H -7.97489 -0.81429 -4.48847 0.213
H -6.99927 -2.42870 -6.08189 0.214
H -4.60870 -3.01958 -5.91187 0.213
H -3.20926 -2.01183 -4.17173 0.208
C -3.14621 -1.20057 -1.48235 -0.027
C -3.65781 -1.65599 -0.27319 -0.169
C -2.93461 -2.52700 0.52126 -0.217
C -1.68121 -2.95283 0.11862 -0.220
C -1.17001 -2.52253 -1.09305 -0.180
C -1.89956 -1.66000 -1.89214 -0.252
H -1.46945 -1.32593 -2.82354 0.222
H -0.19085 -2.84527 -1.41202 0.224
H -1.10359 -3.61453 0.74627 0.216
H -3.34617 -2.86101 1.46258 0.213
H -4.62927 -1.31390 0.05735 0.202
H -4.62422 0.31380 -1.57392 0.208
H -3.01112 1.33838 -0.45195 0.411
H 0.56118 0.60163 -0.85725 0.271
H 2.93665 1.09002 2.52727 0.422
H 4.79055 -1.18253 0.31140 0.256
H 7.23146 -1.48350 0.55595 0.215
H 8.45069 -0.24339 2.31170 0.213
H 7.26391 1.27490 3.80094 0.215
H 4.35274 2.98989 5.22520 0.193
H 5.91196 2.14346 5.21543 0.172
H 6.20658 4.53317 4.58391 0.217
H 6.58658 3.51010 3.19072 0.217
H 5.03729 4.34892 3.26871 0.216
```

Computed properties:
Spin multiplicity ... 1
SMILES ... CCOc1ccccc1NC(=O)c1ccc(Cl)c(NC(=O)CC(c2ccccc2)c2ccccc2)c1
HOMO ... -0.2999 Eh
Frontier orbital gap ... 8.72 eV
ΔE to the lowest compared entry with this formula, charge and spin ... 4.57 kcal per mole
Energy ... -53195.0298 eV

=====

This record from OMol25 describes C30H27CsN3O8PSSe as an isolated structure in a non-equilibrium geometry. The level of theory is the ωB97M-V functional and the def2-TZVPD basis.

```
72
Properties=species:S:1:pos:R:3:lowdin_charge:R:1
Cs -0.59588 1.08605 -0.05262 1.260
O 3.34539 -0.49507 0.87183 -0.098
C 3.91690 0.77477 1.11941 -0.255
C 3.22970 1.47852 2.27953 -0.191
N 2.00249 2.12944 1.84074 -0.191
C 0.96169 2.03314 2.84473 -0.151
C 0.39814 0.58725 3.05431 -0.742
O -0.30248 0.40368 4.05591 -0.032
O 0.70028 -0.26203 2.15870 -0.297
C 2.25808 3.49398 1.40310 -0.133
C 1.10367 4.21989 0.63441 -0.729
O 0.93269 5.41705 0.91769 -0.057
O 0.51872 3.53705 -0.24978 -0.291
H 2.39088 -0.43486 1.07969 0.034
H 3.84630 1.41267 0.22791 0.108
H 4.97840 0.61438 1.33602 0.105
H 3.91021 2.19606 2.77064 0.115
H 2.98411 0.70532 3.00992 0.125
H 0.14738 2.69551 2.53879 0.111
H 1.29511 2.40251 3.82844 0.122
H 3.09632 3.47389 0.69873 0.113
H 2.54906 4.14416 2.24490 0.111
O -2.85940 0.80942 -1.56894 -0.581
S -3.65259 -0.40710 -1.70253 0.381
O -2.98020 -1.56396 -1.13186 -0.389
O -5.05732 -0.28866 -1.38145 -0.342
C -3.60098 -0.69540 -3.49876 -0.235
C -4.81694 -0.84232 -4.15567 -0.070
C -4.87557 -1.06003 -5.51960 -0.092
C -3.69233 -1.13039 -6.24716 -0.096
C -2.48139 -0.97978 -5.59674 -0.110
C -2.40338 -0.76193 -4.21453 -0.315
P -0.72841 -0.51005 -3.45085 1.122
C 0.26415 -1.72404 -4.39734 -0.387
C -0.25529 -2.98640 -4.69593 -0.091
C 0.52742 -3.95225 -5.30835 -0.091
C 1.84940 -3.68260 -5.63606 -0.119
C 2.38986 -2.44839 -5.30944 -0.104
C 1.61217 -1.48502 -4.68311 -0.117
C -0.25862 1.11771 -4.23714 -0.327
C 0.22640 1.15626 -5.54574 -0.118
C 0.58512 2.36405 -6.12928 -0.099
C 0.46902 3.54669 -5.41125 -0.100
C -0.02163 3.51510 -4.11313 -0.067
C -0.39289 2.31180 -3.52936 -0.087
H -5.71969 -0.77721 -3.56194 0.101
H -5.83531 -1.17064 -6.00989 0.093
H -3.70962 -1.29682 -7.31820 0.092
H -1.56755 -1.03777 -6.17492 0.094
H -1.28706 -3.20815 -4.44996 0.112
H 0.10172 -4.92455 -5.52600 0.098
H 2.45898 -4.43813 -6.11687 0.093
H 3.42898 -2.23469 -5.53244 0.099
H 2.05194 -0.53082 -4.42099 0.110
H 0.33950 0.24306 -6.11366 0.088
H 0.96336 2.38119 -7.14562 0.092
H 0.76456 4.48732 -5.85994 0.093
H -0.10538 4.42287 -3.52915 0.112
H -0.78911 2.35488 -2.52453 0.035
Se -0.42821 -2.62954 0.84901 1.201
N 0.86897 -2.15741 -0.26127 -0.197
C 1.27322 -3.25351 -0.87533 -0.384
C 2.33932 -3.30042 -1.81940 -0.025
C 2.67449 -4.49494 -2.37034 -0.108
C 1.98129 -5.69585 -2.03050 -0.109
C 0.96609 -5.70576 -1.12712 -0.045
C 0.57979 -4.47894 -0.51218 -0.406
N -0.36687 -4.34344 0.40024 -0.239
H 2.85794 -2.38005 -2.05254 0.115
H 3.48091 -4.55287 -3.09061 0.092
H 2.28864 -6.61918 -2.50915 0.089
H 0.44245 -6.61320 -0.85438 0.101
```

Computed properties:
Spin multiplicity ... 1
HOMO ... -0.1152 Eh
Frontier orbital gap ... 6.99 eV
ΔE to the lowest compared entry with this formula, charge and spin ... 9.76 kcal per mole
Charge ... -2
Energy ... -138420.4402 eV